(1)
This record from the Open Molecules 2025 dataset describes 12 unconnected molecules or ions with the total composition C25H78N18O13 at a distorted geometry. The level of theory is ωB97M-V with the def2-TZVPD basis set.

Summary:
E_HOMO in eV: -8.4
LUMO level in eV: -0.4
Gap between HOMO and LUMO in Ha: 0.296
Charge: 0
Energy in eV: -80632.60236
SMILES string: COC[C@H](C)N.COC[C@H](C)N.COC[C@H](C)N.COC[C@H](C)N.NC(N)=O.NC(N)=O.NC(N)=O.NC(N)=O.NC(N)=O.NC(N)=O.NC(N)=O.OCCO
Multiplicity: 1

Each line ends with the Mulliken charge.
Geometry (Å):
C1 -4.3937 6.1850 -1.0160  -0.78
O1 -3.0387 5.9681 -1.3247  -0.34
C2 -2.7200 4.6300 -1.6228  -0.98
C3 -1.1939 4.4858 -1.6820  0.34
C4 -0.8848 3.0387 -2.0027  -0.72
N1 -0.6423 4.8428 -0.3410  -0.61
H1 -5.0909 5.8532 -1.7914  0.30
H2 -4.5760 7.1932 -0.6588  0.27
H3 -4.6098 5.5277 -0.1559  0.33
H4 -3.1859 3.9502 -0.8954  0.47
H5 -3.1633 4.3514 -2.5890  0.45
H6 -0.7822 5.1662 -2.4323  0.38
H7 -1.3269 2.6459 -2.9186  0.10
H8 -1.1681 2.4660 -1.1152  -0.01
H9 0.1815 2.8140 -2.0894  0.27
H10 -1.2690 5.5996 -0.0483  0.26
H11 0.1855 5.4001 -0.5557  0.26
C5 -1.2675 2.3365 3.9451  -0.79
O2 0.0838 2.2125 4.3507  -0.11
C6 0.2976 2.8916 5.5977  -1.37
C7 0.9119 4.2954 5.3941  0.89
C8 2.2872 4.2502 4.7444  -1.18
N2 1.0946 4.7077 6.8097  -0.70
H12 -1.9440 1.7278 4.5547  0.25
H13 -1.3540 1.9479 2.9269  0.20
H14 -1.6511 3.3608 3.9316  0.32
H15 -0.5766 2.8649 6.2490  0.36
H16 1.0314 2.2716 6.1239  0.42
H17 0.2516 4.9712 4.8537  0.20
H18 2.6910 5.2538 4.5896  0.40
H19 2.3891 3.7612 3.7724  0.08
H20 2.9790 3.7081 5.3943  0.29
H21 1.4371 3.9889 7.4245  0.24
H22 1.6944 5.5202 6.7651  0.27
C9 -1.2153 -3.3910 -5.3419  -1.03
O3 -0.9904 -2.1519 -4.6916  -0.04
C10 -0.4828 -1.1158 -5.4781  -0.75
C11 -1.2830 0.1753 -5.1961  0.97
C12 -2.8130 0.0208 -5.3837  -1.67
N3 -0.7734 1.2681 -6.0491  -0.49
H23 -1.6023 -3.1205 -6.3249  0.40
H24 -1.7789 -4.1339 -4.7855  0.27
H25 -0.2236 -3.8456 -5.4739  0.36
H26 0.5443 -0.7673 -5.3301  0.05
H27 -0.5720 -1.2412 -6.5642  0.52
H28 -1.1134 0.5272 -4.1772  -0.49
H29 -3.3466 0.8394 -4.8842  0.40
H30 -3.2286 -0.8844 -4.9493  0.34
H31 -3.1288 0.2130 -6.4131  0.40
H32 -0.9403 1.1015 -7.0463  0.33
H33 -1.4572 2.0200 -5.9327  0.23
C13 1.3296 -1.2335 6.3475  -0.46
O4 0.7937 -2.3275 5.6165  -0.52
C14 -0.0412 -1.9401 4.5550  0.84
C15 -1.5355 -1.8267 4.9280  0.00
C16 -2.0245 -3.1839 5.4781  -1.44
N4 -2.2957 -1.6486 3.7074  0.01
H34 2.0012 -1.5018 7.1601  0.37
H35 0.4790 -0.7359 6.8387  0.24
H36 1.8320 -0.5918 5.6145  0.06
H37 0.2795 -1.0226 4.0497  -0.17
H38 0.0775 -2.7468 3.8310  -0.32
H39 -1.6488 -1.0617 5.6959  0.38
H40 -3.0506 -3.1548 5.8375  0.37
H41 -1.3892 -3.5728 6.2895  0.35
H42 -1.8500 -3.9593 4.7285  0.23
H43 -2.2016 -2.3207 2.9504  -0.12
H44 -3.2869 -1.4812 3.7778  0.21
N5 3.3945 -3.9495 0.9017  -0.37
C17 3.2597 -2.6658 1.4241  0.18
N6 2.7445 -1.7634 0.5586  0.86
O5 3.5915 -2.4203 2.5798  -0.64
H45 3.6239 -4.7581 1.4423  0.21
H46 3.4707 -4.0248 -0.0941  0.19
H47 2.6174 -1.8968 -0.4595  -0.09
H48 2.5093 -0.8653 0.9502  -0.31
N7 -0.3837 -0.1304 0.5143  0.71
C18 -0.3745 -0.4327 -0.8123  0.16
N8 -1.1117 -1.5798 -1.0483  0.51
O6 0.2942 0.1534 -1.6522  -0.22
H49 -0.8075 -0.7621 1.1711  -0.14
H50 0.1711 0.6458 0.8197  -0.22
H51 -1.1609 -2.1617 -0.2350  -0.56
H52 -1.0909 -1.9373 -1.9847  0.04
N9 2.3022 1.3355 -4.7046  -0.05
C19 2.8159 1.8802 -5.8574  0.47
N10 1.8623 2.3584 -6.7412  -0.29
O7 4.0242 1.8703 -6.1073  -0.68
H53 1.3050 1.2633 -4.6462  -0.07
H54 2.8866 1.0323 -3.9452  0.24
H55 0.8640 2.1758 -6.6199  0.37
H56 2.2278 2.9088 -7.4958  0.20
N11 2.7368 0.7903 3.1022  0.18
C20 2.6210 1.5403 1.9566  0.22
N12 1.4161 2.2091 1.8759  0.15
O8 3.4084 1.5216 1.0013  -0.81
H57 2.0033 0.8303 3.7859  -0.15
H58 3.6825 0.5368 3.3408  0.22
H59 0.7922 2.1454 2.6774  -0.01
H60 1.1309 2.7838 1.1022  0.06
N13 4.9490 -0.5217 -3.5789  -0.24
C21 4.8426 0.4901 -2.6407  0.44
N14 3.7274 0.4308 -1.8376  0.37
O9 5.6094 1.4572 -2.6955  -0.72
H61 5.6819 -0.3455 -4.2416  0.22
H62 4.2161 -1.1664 -3.7937  0.15
H63 3.0494 -0.2836 -2.0614  -0.13
H64 3.6709 1.1213 -1.1072  -0.08
N15 -1.3235 -5.1898 0.4481  -0.40
C22 -0.6373 -4.2228 1.1623  0.36
N16 0.7206 -4.3794 1.1195  -0.19
O10 -1.2176 -3.1998 1.5869  -0.53
H65 -2.2725 -5.0483 0.1442  0.24
H66 -0.9878 -6.0535 0.0647  0.15
H67 1.0958 -5.2065 0.7037  0.23
H68 1.3416 -3.7104 1.5478  0.22
N17 3.5396 -4.2763 -2.7805  -0.40
C23 2.5160 -3.3562 -2.6142  0.38
N18 1.3685 -3.6947 -3.3366  -0.15
O11 2.6697 -2.1852 -2.1795  -0.58
H69 4.4845 -4.2435 -2.4448  0.26
H70 3.1814 -5.2003 -2.9523  0.15
H71 0.5292 -3.1416 -3.3635  -0.01
H72 1.4713 -4.5478 -3.8506  0.16
O12 -5.2007 -1.4251 1.4672  -0.63
C24 -4.0854 -2.0619 0.8773  0.11
C25 -4.2761 -2.6413 -0.5133  0.17
O13 -5.4337 -3.4642 -0.4584  -0.59
H73 -5.0152 -1.2398 2.3878  0.33
H74 -3.2163 -1.4011 0.9771  0.28
H75 -3.7804 -2.9580 1.4356  0.14
H76 -3.3434 -3.1780 -0.7068  -0.16
H77 -4.4123 -1.9926 -1.3819  0.18
H78 -6.0301 -3.1890 0.2438  0.34



(2)
This record from the Open Molecules 2025 dataset describes 11 unconnected molecules or ions with the total composition C25H79O32P7 at a distorted geometry. The level of theory is ωB97M-V with the def2-TZVPD basis set.

Summary:
E_HOMO in eV: -9.9
LUMO level in eV: 0.2
Gap between HOMO and LUMO in Ha: 0.371
Charge: 0
Energy in eV: -157762.91035
SMILES string: COP(=O)(OC)OC.COP(=O)(OC)OC.COP(=O)(OC)OC.COP(=O)(OC)OC.COP(=O)(OC)OC.COP(=O)(OC)OC.COP(=O)(OC)OC.CO.CO.CO.CO
Multiplicity: 1

Each line ends with the Mulliken charge.
Geometry (Å):
C1 -2.9351 2.0906 0.5396  -0.28
O1 -2.5760 1.6420 1.8471  0.23
P1 -3.0324 2.3893 3.1696  0.55
O2 -4.4310 2.2523 3.5834  -0.78
O3 -1.9679 1.7956 4.2101  -0.06
C2 -2.3730 0.8632 5.2048  -0.80
O4 -2.5395 3.8968 2.9478  -0.47
C3 -1.2012 4.1222 2.5005  0.22
H1 -3.2871 1.2233 -0.0140  -0.18
H2 -2.0519 2.4726 0.0228  -0.16
H3 -3.6997 2.8670 0.5901  0.66
H4 -2.4771 1.3423 6.1770  0.30
H5 -1.6722 0.0295 5.2575  0.17
H6 -3.3439 0.4222 4.9628  0.38
H7 -0.5413 3.2545 2.4646  -0.44
H8 -0.8258 4.9362 3.1146  0.41
H9 -1.1893 4.4575 1.4568  0.06
C4 -0.2789 -3.1461 4.7782  -0.36
O5 -1.4960 -3.6875 5.3038  0.07
P2 -1.8110 -3.7062 6.8497  0.94
O6 -1.4391 -2.4859 7.5794  -0.73
O7 -1.1029 -5.0439 7.3570  -0.37
C5 -0.9760 -5.1830 8.7776  -0.73
O8 -3.3704 -4.0231 6.8969  -0.33
C6 -4.3556 -3.2399 6.2488  -0.40
H10 0.5340 -3.8662 4.6848  0.39
H11 0.0111 -2.2922 5.3901  0.48
H12 -0.5116 -2.8502 3.7555  -0.42
H13 -0.2852 -4.4512 9.1934  0.29
H14 -0.6050 -6.1891 8.9558  0.24
H15 -1.9319 -5.0716 9.2913  0.31
H16 -3.9222 -2.4733 5.6029  0.05
H17 -5.0271 -2.7870 6.9742  0.29
H18 -4.9370 -3.8865 5.5884  0.25
C7 2.5446 3.7980 0.3991  -0.07
O9 2.2109 5.1735 0.0982  -0.40
P3 1.5569 5.5775 -1.3002  0.52
O10 1.6415 7.0187 -1.5627  -0.82
O11 0.0858 4.9714 -1.2953  0.36
C8 -1.0444 5.7444 -1.7068  -0.95
O12 2.2673 4.6512 -2.3838  0.13
C9 3.6707 4.7863 -2.6104  -0.88
H19 2.0813 3.5289 1.3462  0.24
H20 3.6268 3.7463 0.4702  0.30
H21 2.1080 3.1381 -0.3481  -0.25
H22 -1.6086 5.2119 -2.4768  0.27
H23 -0.7664 6.7476 -2.0105  0.41
H24 -1.7557 5.7298 -0.8767  0.26
H25 4.2022 5.5376 -2.0292  0.38
H26 3.7921 5.1073 -3.6510  0.25
H27 4.1103 3.7890 -2.5720  0.29
C10 -6.3912 0.3924 -5.6916  -0.72
O13 -4.9868 0.5042 -5.5042  -0.36
P4 -4.2148 0.7574 -4.1631  0.76
O14 -4.6458 1.9070 -3.3556  -0.72
O15 -4.3231 -0.6713 -3.4225  -0.35
C11 -4.1481 -0.6803 -1.9991  -0.48
O16 -2.6869 0.8367 -4.6080  0.06
C12 -2.0067 -0.1955 -5.3097  -0.61
H28 -6.7895 1.2216 -6.2691  0.26
H29 -6.8947 0.3393 -4.7264  0.31
H30 -6.5796 -0.5391 -6.2216  0.27
H31 -3.1215 -0.9025 -1.7238  0.05
H32 -4.8807 -1.3640 -1.5733  0.33
H33 -4.4263 0.2921 -1.5880  0.33
H34 -1.1701 -0.5269 -4.6886  0.14
H35 -1.6446 0.1218 -6.2853  0.31
H36 -2.6682 -1.0613 -5.4058  0.39
C13 -0.2057 1.7384 -2.2757  1.17
O17 -0.7305 0.5472 -1.6978  0.27
P5 -0.2414 0.0723 -0.2595  -0.13
O18 0.2365 1.1307 0.6420  0.58
O19 -1.3955 -0.8810 0.2393  -0.24
C14 -1.4236 -1.3751 1.5759  -0.57
O20 0.8984 -0.9796 -0.6395  0.02
C15 0.5536 -2.1752 -1.3475  -0.42
H37 0.6948 2.1561 -1.8203  -1.18
H38 -0.9756 2.4956 -2.3915  0.21
H39 0.2021 1.4178 -3.2362  -0.26
H40 -1.2528 -2.4494 1.5314  0.35
H41 -2.3820 -1.2147 2.0743  0.34
H42 -0.7209 -0.8636 2.2385  -0.07
H43 1.1422 -2.2751 -2.2598  -0.10
H44 -0.4653 -2.1266 -1.7387  0.21
H45 0.7048 -3.0275 -0.6932  0.06
C16 4.2439 2.5278 -5.3658  -0.20
O21 3.4389 2.1853 -6.4944  -0.46
P6 2.0531 1.4356 -6.2138  0.28
O22 1.2312 1.2002 -7.3958  -0.76
O23 2.4553 0.1351 -5.3621  0.28
C17 2.8807 -1.0034 -6.1127  -0.76
O24 1.4425 2.2944 -5.0047  0.69
C18 0.8188 3.5563 -5.3042  -0.75
H46 3.6631 2.5306 -4.4490  -0.18
H47 4.6389 3.5379 -5.4945  0.29
H48 5.1311 1.8959 -5.3286  0.29
H49 2.6527 -1.9084 -5.5524  -0.03
H50 3.9683 -0.9457 -6.2180  0.33
H51 2.4494 -1.1028 -7.1084  0.34
H52 1.2720 4.3348 -4.6957  0.05
H53 -0.2356 3.4180 -5.0545  0.14
H54 0.8673 3.7994 -6.3670  0.50
C19 1.2029 1.2278 3.9309  -0.67
O25 1.2005 -0.1472 3.5617  0.89
P7 2.5527 -0.9903 3.5583  0.25
O26 2.3293 -2.3689 3.0893  -0.68
O27 3.6407 -0.1618 2.7759  -0.47
C20 3.2732 0.4411 1.5361  -0.19
O28 2.9736 -0.8568 5.0994  -0.31
C21 4.2713 -1.2674 5.4846  -0.83
H55 2.1562 1.7259 3.7259  0.42
H56 0.9767 1.3918 4.9826  0.35
H57 0.4759 1.7145 3.2817  -0.26
H58 3.9833 0.3148 0.7185  0.38
H59 2.8927 1.4557 1.5912  0.08
H60 2.4596 -0.1806 1.1465  -0.10
H61 5.0628 -1.0065 4.7735  0.33
H62 4.3750 -2.3566 5.5473  0.29
H63 4.5407 -0.8462 6.4488  0.27
C22 1.7111 -4.4477 -4.4472  -0.60
O29 2.4194 -4.2085 -3.2502  -0.41
H64 1.1426 -3.5639 -4.7491  0.13
H65 2.3483 -4.7295 -5.2867  0.33
H66 0.9044 -5.1709 -4.2811  0.33
H67 2.7705 -5.0397 -2.9219  0.26
C23 2.3553 -4.6570 0.7545  -0.65
O30 1.2287 -4.3460 1.5554  -0.50
H68 3.1557 -5.0551 1.3888  0.32
H69 2.0973 -5.3986 -0.0022  0.23
H70 2.7558 -3.7824 0.2280  0.18
H71 1.5287 -3.6003 2.1132  0.58
C24 -3.1288 -4.4675 2.5480  -0.24
O31 -3.4500 -3.9761 1.2461  -0.48
H72 -2.0546 -4.3345 2.7003  0.04
H73 -3.6914 -3.9680 3.3336  0.03
H74 -3.3947 -5.5274 2.6132  0.41
H75 -3.2298 -4.6597 0.6110  0.29
C25 3.4962 0.3690 -2.2268  0.66
O32 4.8175 0.8810 -2.1619  -0.60
H76 2.9591 0.5140 -1.2931  -0.52
H77 2.9472 0.8790 -3.0281  -0.40
H78 3.4689 -0.6846 -2.5239  0.51
H79 5.3690 0.4394 -2.8098  0.34